Run one
Molecular formula: C5H14O2
Method: DFT, wB97M-V/def2-TZVPD

Each line ends with the natural charge from an NBO analysis.
Element x y z (Å)
C (-1.52, -0.56, 0.19)  -0.61
C (-0.35, -0.29, 1.13)  -0.22
C (-0.78, 0.91, 2.00)  -0.61
C (0.98, -0.06, 0.40)  -0.44
C (2.04, -1.12, 0.76)  -0.05
O (3.36, -0.55, 0.90)  -0.74
H (-1.25, -1.40, -0.48)  0.20
H (-2.45, -0.87, 0.66)  0.21
H (-1.66, 0.20, -0.58)  0.21
H (-0.26, -1.10, 1.87)  0.20
H (-1.55, 0.60, 2.72)  0.21
H (-1.27, 1.61, 1.31)  0.20
H (-0.08, 1.36, 2.71)  0.21
H (0.96, -0.11, -0.69)  0.21
H (1.26, 0.96, 0.63)  0.21
H (1.89, -1.57, 1.73)  0.18
H (2.14, -1.79, -0.11)  0.17
H (3.37, 0.34, 0.59)  0.46
O (-1.33, 1.34, -5.18)  -0.95
H (-1.28, 0.41, -5.35)  0.48
H (-2.24, 1.68, -5.20)  0.48

The SMILES is CC(C)CCO.O. The LUMO energy comes out at 0.754 eV. The HOMO energy is -10.0925 eV. The frontier orbital gap comes out at 10.847 eV. Its spin multiplicity is 1. The value obtained for the molar mass is 106.16 g mol⁻¹.

---

Run two
Molecular formula: C5H14O2
Method: DFT, wB97M-V/def2-TZVPD

Each line ends with the natural charge from an NBO analysis.
Element x y z (Å)
C (-1.41, 0.70, -0.38)  -0.46
C (-0.81, 0.32, 0.75)  0.06
C (-1.60, -0.35, 1.82)  -0.66
C (0.70, 0.22, 0.87)  -0.46
C (1.42, 1.54, 0.74)  -0.63
H (-2.48, 0.68, -0.56)  0.20
H (-0.93, 1.33, -1.12)  0.20
H (-1.92, 0.33, 2.64)  0.22
H (-2.58, -0.77, 1.57)  0.22
H (-1.06, -1.09, 2.41)  0.22
H (1.06, -0.47, 0.11)  0.24
H (0.91, -0.19, 1.85)  0.21
H (1.98, 1.85, -0.16)  0.21
H (0.73, 2.39, 0.85)  0.21
H (2.17, 1.81, 1.48)  0.22
O (2.25, -1.82, -1.58)  -0.93
H (3.08, -1.64, -1.15)  0.46
H (2.01, -0.92, -1.88)  0.47
O (-0.93, -1.16, -3.01)  -0.95
H (-1.42, -0.66, -2.35)  0.48
H (-1.17, -2.09, -2.92)  0.47

The SMILES is C=C(C)CC.O.O. The LUMO energy comes out at 0.727 eV. The HOMO energy is -9.3768 eV. The frontier orbital gap comes out at 10.104 eV. Its spin multiplicity is 1. The value obtained for the molar mass is 106.16 g mol⁻¹.

---

Most stable structure: run one

---

Run one
Molecular formula: C4H9NS2
Method: DFT, wB97M-V/def2-TZVPD

Each line ends with the natural charge from an NBO analysis.
Element x y z (Å)
C (-3.54, -0.89, 0.17)  -0.67
C (-2.46, -0.09, -0.39)  0.08
N (-1.39, 0.24, 0.30)  -0.59
S (-0.10, 1.09, -0.50)  0.37
C (1.03, 0.92, 0.91)  -0.54
C (1.50, -0.53, 1.06)  -0.52
S (2.46, -0.75, -0.51)  -0.08
H (-3.48, -1.82, -0.56)  0.23
H (-4.56, -0.58, 0.31)  0.24
H (-3.16, -1.30, 1.22)  0.24
H (-2.35, 0.33, -1.45)  0.17
H (2.00, 1.53, 0.60)  0.23
H (0.46, 1.32, 1.72)  0.23
H (1.99, -0.61, 1.95)  0.22
H (0.55, -1.21, 0.96)  0.24
H (1.39, -1.30, -1.28)  0.15

The SMILES is C/C=N/SCCS. The LUMO energy comes out at 0.789 eV. The HOMO energy is -8.2710 eV. The frontier orbital gap comes out at 9.060 eV. Its spin multiplicity is 1. The value obtained for the molar mass is 135.26 g mol⁻¹.

---

Run two
Molecular formula: C4H9NS2
Method: DFT, wB97M-V/def2-TZVPD

Each line ends with the natural charge from an NBO analysis.
Element x y z (Å)
C (0.57, -0.84, 0.06)  -0.45
C (0.57, -0.97, 1.56)  -0.55
C (-0.05, 0.53, -0.30)  -0.11
C (-0.96, 0.56, -1.46)  -0.60
N (-0.74, 1.06, 0.83)  -0.64
S (-0.91, 0.09, 2.00)  0.70
S (1.37, 2.55, 1.70)  -0.23
H (1.61, -0.99, -0.25)  0.23
H (-0.18, -1.46, -0.31)  0.21
H (0.42, -1.93, 2.02)  0.23
H (1.46, -0.53, 2.01)  0.22
H (0.88, 1.11, -0.62)  0.22
H (-1.44, 1.53, -1.51)  0.24
H (-1.78, -0.19, -1.19)  0.19
H (-0.43, 0.00, -2.41)  0.22
H (0.51, 3.51, 1.59)  0.10

The LUMO energy (alpha / beta) comes out at -0.575 / -1.548 eV. The HOMO energy (alpha / beta) is -9.1006 / -7.8836 eV. The frontier orbital gap (alpha / beta) comes out at 8.525 / 6.335 eV. Its spin multiplicity is 1. The value obtained for the molar mass is 135.26 g mol⁻¹.

---

Most stable structure: run one

---

Run one
Molecular formula: H15O7
Method: DFT, wB97M-V/def2-TZVPD

Each line ends with the natural charge from an NBO analysis.
Element x y z (Å)
O (0.26, 0.29, 0.01)  -0.86
H (0.68, -0.52, 0.32)  0.46
H (-0.69, 0.24, 0.07)  0.52
H (0.57, 1.09, 0.44)  0.46
O (-0.27, -1.85, -0.41)  -0.93
H (-0.86, -2.60, -0.33)  0.51
H (0.47, -2.18, -0.92)  0.52
O (-1.55, 1.11, -0.88)  -0.92
H (-1.30, 0.63, -1.66)  0.47
H (-2.50, 1.21, -0.95)  0.50
O (0.85, 1.87, 1.23)  -0.86
H (1.35, 2.66, 1.04)  0.51
H (0.06, 2.19, 1.67)  0.51
O (1.41, 0.75, -1.99)  -0.93
H (0.45, 0.66, -2.03)  0.45
H (1.57, 1.69, -2.11)  0.47
O (-1.62, -0.73, 0.90)  -0.98
H (-2.11, -1.37, 1.43)  0.48
H (-1.16, -1.27, 0.25)  0.45
O (1.21, -1.08, 1.10)  -0.85
H (1.69, -1.86, 0.81)  0.50
H (1.50, -0.95, 2.00)  0.53

The LUMO energy comes out at -3.248 eV. The HOMO energy is -13.8176 eV. The frontier orbital gap comes out at 10.570 eV. Its spin multiplicity is 1. The net charge is +1. The value obtained for the molar mass is 127.11 g mol⁻¹.

---

Run two
Molecular formula: H15O7
Method: DFT, wB97M-V/def2-TZVPD

Each line ends with the natural charge from an NBO analysis.
Element x y z (Å)
O (0.73, 1.06, 0.03)  -0.81
H (1.18, 0.55, 0.73)  0.56
H (-0.06, 1.45, 0.52)  0.56
H (0.36, 0.33, -0.59)  0.58
O (-0.63, 0.53, -2.25)  -0.96
H (-0.51, 0.90, -3.12)  0.51
H (-1.58, 0.55, -2.04)  0.49
O (-0.84, -2.16, -2.95)  -0.95
H (-0.71, -1.23, -2.72)  0.47
H (-1.78, -2.18, -3.04)  0.47
O (-1.79, 1.96, 0.65)  -0.94
H (-2.42, 1.46, 0.15)  0.48
H (-2.06, 1.95, 1.55)  0.50
O (0.48, -1.63, -0.45)  -0.99
H (0.01, -2.10, -1.11)  0.51
H (0.66, -2.22, 0.28)  0.49
O (-0.05, 0.67, 2.89)  -0.95
H (-0.45, 0.74, 3.72)  0.48
H (0.19, -0.26, 3.09)  0.47
O (2.85, 0.18, 1.46)  -0.95
H (3.52, -0.24, 0.92)  0.50
H (2.90, -0.31, 2.29)  0.49

The LUMO energy comes out at -3.294 eV. The HOMO energy is -14.8421 eV. The frontier orbital gap comes out at 11.549 eV. Its spin multiplicity is 1. The net charge is +1. The value obtained for the molar mass is 127.11 g mol⁻¹.

---

Run three
Molecular formula: H15O7
Method: DFT, wB97M-V/def2-TZVPD

Each line ends with the natural charge from an NBO analysis.
Element x y z (Å)
O (0.37, 0.04, -0.22)  -0.90
H (0.26, -0.97, -0.19)  0.58
H (-0.50, 0.55, -0.65)  0.56
H (0.82, 0.43, 0.68)  0.60
O (-1.61, 1.48, -1.47)  -0.84
H (-1.14, 2.01, -1.98)  0.48
H (-1.88, 0.89, -1.95)  0.45
O (0.95, -2.64, 0.63)  -0.96
H (1.15, -3.15, 1.32)  0.48
H (1.71, -2.88, -0.09)  0.50
O (0.64, -0.73, -3.48)  -0.92
H (-0.22, -0.36, -3.38)  0.45
H (1.28, -0.06, -3.14)  0.48
O (-1.84, -1.43, 0.65)  -0.95
H (-2.31, -1.03, 1.35)  0.48
H (-2.50, -1.93, 0.28)  0.47
O (1.30, 0.37, 2.46)  -0.94
H (2.17, 0.63, 2.85)  0.50
H (1.40, -0.52, 2.79)  0.49
O (0.23, 2.89, 0.92)  -0.96
H (-0.66, 3.30, 0.78)  0.48
H (0.37, 3.11, 1.82)  0.48

The LUMO energy comes out at -3.116 eV. The HOMO energy is -14.8814 eV. The frontier orbital gap comes out at 11.765 eV. Its spin multiplicity is 1. The net charge is +1. The value obtained for the molar mass is 127.11 g mol⁻¹.

---

Most stable structure: run two

---

Run one
Molecular formula: C2H3NS3
Method: DFT, wB97M-V/def2-TZVPD

Each line ends with the natural charge from an NBO analysis.
Element x y z (Å)
N (-0.28, 1.64, 0.42)  -0.78
C (0.41, 0.75, -0.24)  0.06
S (1.71, 0.88, -1.14)  -0.04
C (-0.19, -0.95, -0.04)  -0.40
S (-1.63, -1.22, -0.79)  0.01
S (0.98, -2.00, 0.63)  0.16
H (-1.11, 1.56, 0.94)  0.42
H (-0.11, 2.54, -0.11)  0.41
H (0.22, -3.21, 0.35)  0.16

The SMILES is NC(=S)C(=S)S. The LUMO energy comes out at -0.453 eV. The HOMO energy is -8.2965 eV. The frontier orbital gap comes out at 7.844 eV. Its spin multiplicity is 1. The value obtained for the molar mass is 137.25 g mol⁻¹.

---

Run two
Molecular formula: C2H3NS3
Method: DFT, wB97M-V/def2-TZVPD

Each line ends with the natural charge from an NBO analysis.
Element x y z (Å)
S (-1.14, 0.51, -1.97)  0.10
C (0.24, 0.80, -1.13)  -0.30
C (0.86, -0.09, -0.11)  0.03
S (2.48, -0.41, 0.02)  -0.10
N (0.07, -0.63, 0.78)  -0.70
S (-1.43, -0.23, 1.56)  0.17
H (0.71, 1.77, -1.23)  0.23
H (0.61, -1.11, 1.59)  0.43
H (-2.39, -0.61, 0.50)  0.16

The SMILES is S=CC(=S)NS. The LUMO energy comes out at -1.572 eV. The HOMO energy is -8.8801 eV. The frontier orbital gap comes out at 7.308 eV. Its spin multiplicity is 1. The value obtained for the molar mass is 137.25 g mol⁻¹.

---

Most stable structure: run one